The following is a DFT calculation (ωB97M-V/def2-TZVPD) of a 4-piece molecular cluster, C32H60B2BrO13S2 overall.

Computed properties:
frontier orbital gap	6.4346	eV
multiplicity	1
lowest unoccupied orbital energy	1.8234	eV
E_HOMO	-4.611	eV
total charge	-1

Last column: Mulliken charge in e.
Element x y z (Å)
C (-1.223, 0.281, 4.796)  -1.812
C (-0.719, 0.706, 3.395)  -0.317
C (-1.784, 1.375, 2.528)  0.916
C (-1.759, 2.881, 2.848)  -2.060
B (-1.611, 1.041, 0.937)  0.910
C (-0.464, 1.896, 0.098)  -0.687
B (0.970, 1.383, 0.335)  0.379
O (1.693, 0.903, -0.784)  -0.366
O (1.623, 1.368, 1.552)  -0.610
O (-1.430, -0.427, 0.723)  -0.165
C (-2.619, -1.011, 0.361)  -0.727
C (-3.372, -1.819, 1.433)  -1.440
C (-2.495, -2.229, 2.620)  1.036
C (-2.099, -3.721, 2.677)  -1.001
C (-0.593, -3.889, 2.565)  -1.012
O (-0.068, -3.484, 1.306)  -0.076
C (-0.431, -4.220, 0.228)  0.799
C (-0.718, -5.695, 0.403)  -1.261
O (-0.441, -3.712, -0.873)  -0.577
C (-3.442, 0.156, -0.343)  2.139
C (-4.941, 0.146, -0.140)  -2.003
C (-5.632, -1.150, -0.574)  -0.793
C (-6.770, -0.883, -1.514)  -0.833
Br (-7.686, -2.589, -1.917)  -0.272
S (-3.152, -0.136, -2.181)  -0.547
C (-2.570, 1.466, -2.743)  -0.628
C (-1.381, 1.309, -3.657)  0.457
O (-1.029, 0.260, -4.145)  -0.580
O (-0.737, 2.480, -3.912)  -0.162
C (-0.005, 2.518, -5.132)  -1.317
C (1.455, 2.101, -5.059)  1.016
C (2.269, 3.027, -5.957)  -1.834
O (1.679, 0.775, -5.585)  -0.341
C (2.322, -0.104, -4.746)  0.628
O (1.781, -1.074, -4.267)  -0.503
C (3.818, 0.211, -4.557)  -0.575
S (4.667, -0.940, -3.467)  -0.158
O (-2.912, 1.279, 0.182)  -0.635
H (-2.291, 0.419, 4.903)  0.353
H (-0.716, 0.829, 5.580)  0.408
H (-1.002, -0.765, 4.970)  0.323
H (0.112, 1.375, 3.551)  0.882
H (-0.302, -0.171, 2.921)  -0.369
H (-2.762, 1.023, 2.858)  0.119
H (-0.994, 3.400, 2.290)  0.249
H (-2.732, 3.344, 2.745)  0.259
H (-1.491, 2.998, 3.898)  0.442
H (-0.669, 1.717, -0.948)  -0.020
H (-0.562, 2.970, 0.243)  -0.065
H (1.740, -0.056, -0.799)  0.193
H (1.978, 0.489, 1.694)  0.128
H (-2.384, -1.711, -0.442)  0.755
H (-3.739, -2.718, 0.956)  0.519
H (-4.240, -1.297, 1.818)  0.252
H (-3.044, -1.995, 3.522)  0.608
H (-1.598, -1.633, 2.656)  -1.235
H (-2.387, -4.114, 3.642)  0.432
H (-2.611, -4.271, 1.902)  0.443
H (-0.264, -4.889, 2.836)  0.440
H (-0.165, -3.203, 3.280)  0.457
H (-1.092, -6.038, -0.545)  0.354
H (-1.456, -5.911, 1.159)  0.376
H (0.210, -6.201, 0.629)  0.292
H (-5.162, 0.345, 0.900)  0.437
H (-5.349, 0.973, -0.715)  0.689
H (-4.969, -1.891, -0.995)  0.560
H (-6.067, -1.610, 0.305)  0.531
H (-7.524, -0.270, -1.052)  0.462
H (-6.445, -0.515, -2.471)  0.405
H (-2.381, 2.138, -1.915)  0.473
H (-3.347, 1.925, -3.346)  0.573
H (0.011, 3.569, -5.385)  0.619
H (-0.511, 2.016, -5.944)  0.360
H (1.802, 2.200, -4.038)  0.363
H (2.035, 2.748, -6.975)  0.380
H (2.057, 4.068, -5.775)  0.457
H (3.319, 2.806, -5.837)  0.418
H (3.904, 1.225, -4.197)  0.301
H (4.308, 0.100, -5.511)  0.317
H (4.243, -0.500, -2.276)  0.085
C (3.906, -2.162, 3.039)  -0.682
C (3.313, -1.147, 3.983)  0.958
O (2.658, -0.211, 3.595)  -0.486
C (3.578, -1.355, 5.458)  -1.298
H (3.641, -1.904, 2.016)  0.207
H (4.994, -2.174, 3.135)  0.017
H (3.517, -3.156, 3.265)  0.316
H (4.652, -1.336, 5.651)  0.318
H (3.174, -2.316, 5.778)  0.337
H (3.099, -0.561, 6.027)  0.342
C (-3.556, 7.122, -5.205)  -1.188
C (-2.374, 6.212, -4.954)  0.693
O (-1.244, 6.580, -5.174)  -0.561
C (-2.673, 4.834, -4.422)  -0.488
H (-3.205, 8.079, -5.585)  0.330
H (-4.226, 6.670, -5.938)  0.308
H (-4.103, 7.287, -4.275)  0.310
H (-3.305, 4.293, -5.130)  0.386
H (-3.186, 4.907, -3.461)  0.369
H (-1.748, 4.285, -4.283)  -0.137
C (9.161, -2.023, 3.003)  -1.144
C (8.012, -2.818, 3.575)  0.856
O (6.987, -2.978, 2.958)  -0.587
C (8.203, -3.402, 4.955)  -1.137
H (8.893, -1.662, 2.013)  0.303
H (9.383, -1.170, 3.645)  0.327
H (10.049, -2.653, 2.925)  0.341
H (8.386, -2.604, 5.676)  0.317
H (9.052, -4.087, 4.956)  0.380
H (7.307, -3.945, 5.245)  0.281

Atomic forces in eV per Å
C 0.373 0.048 -0.331
C -0.311 -0.309 0.658
C 0.402 0.667 -0.363
C -0.122 -0.551 0.684
B 0.034 0.117 -0.377
C 0.224 -0.111 0.388
B 0.174 0.250 -0.341
O 0.024 -0.370 -0.061
O -0.708 0.130 -0.215
O 0.227 0.299 0.426
C -0.379 -0.377 -1.528
C 0.509 0.236 0.481
C -0.404 -0.445 0.055
C 0.452 0.806 -0.067
C -0.249 0.044 0.362
O -0.273 -0.264 -0.297
C 0.029 0.653 -1.261
C -0.048 0.380 -0.064
O 0.162 -0.420 1.122
C 0.567 -0.725 1.194
C -0.202 -0.240 -0.453
C -0.378 0.088 0.449
C 0.033 -0.762 -0.049
Br -0.074 0.127 -0.053
S 0.195 0.104 -0.227
C -0.129 -0.033 -0.358
C 0.533 -1.441 0.082
O -0.348 1.161 0.010
O -0.345 -0.323 -0.148
C 0.435 0.323 0.159
C 0.319 0.412 -0.645
C -0.081 -0.664 0.024
O -0.114 -0.330 0.657
C -0.549 -1.505 0.812
O 0.768 1.537 -1.014
C -0.981 -0.398 0.569
S 0.416 -0.195 0.049
O -0.394 0.916 -0.162
H -0.322 0.056 0.073
H 0.006 0.230 0.306
H -0.046 -0.363 0.134
H 0.340 0.247 -0.215
H 0.120 -0.170 -0.327
H -0.270 -0.346 -0.065
H 0.092 0.239 -0.319
H -0.193 0.288 -0.421
H -0.007 0.195 0.312
H -0.010 -0.028 -0.322
H -0.142 0.227 0.286
H 0.051 -0.186 -0.139
H 0.675 -0.041 0.442
H 0.068 -0.345 0.036
H -0.311 -0.250 -0.181
H -0.147 0.261 0.047
H -0.103 0.053 0.359
H 0.192 0.311 -0.209
H -0.140 -0.397 0.250
H -0.257 -0.334 -0.204
H 0.095 -0.295 -0.114
H 0.397 0.197 0.197
H -0.057 -0.193 -0.368
H -0.077 -0.073 0.336
H 0.219 -0.216 0.180
H 0.037 0.144 0.353
H -0.009 0.294 -0.061
H 0.355 -0.038 -0.246
H -0.036 -0.294 0.287
H -0.251 0.334 -0.043
H 0.056 0.287 -0.259
H 0.137 -0.005 0.329
H -0.164 0.285 -0.244
H -0.117 0.377 0.019
H -0.215 -0.521 -0.059
H -0.044 -0.263 0.428
H -0.194 0.231 -0.416
H 0.070 0.359 0.046
H 0.411 0.160 0.136
H 0.240 0.336 -0.054
H 0.126 0.218 -0.400
H -0.214 0.157 -0.086
C -0.076 0.247 -0.101
C 0.005 -0.146 -0.026
O 0.032 -0.044 0.029
C -0.104 0.193 0.027
H -0.027 -0.009 -0.001
H -0.213 -0.147 0.038
H 0.119 -0.040 0.059
H 0.008 -0.143 0.003
H 0.120 -0.063 0.000
H -0.018 0.013 -0.013
C 0.178 0.151 -0.056
C -0.119 -0.077 0.041
O 0.109 0.045 -0.069
C 0.215 0.217 -0.106
H 0.018 0.002 -0.002
H -0.094 -0.048 0.099
H -0.103 -0.096 -0.031
H -0.136 0.014 0.103
H -0.131 -0.060 -0.060
H -0.125 0.074 0.083
C -0.141 0.010 -0.155
C 0.122 0.032 0.038
O 0.056 -0.087 -0.033
C -0.203 -0.060 -0.050
H -0.018 0.000 -0.010
H 0.108 -0.060 0.056
H 0.058 0.054 0.114
H 0.137 -0.023 0.003
H 0.085 0.091 0.061
H -0.017 -0.004 -0.010